[1]
Density functional theory data (the ωB97M-V functional and the def2-TZVPD basis) for a structure of composition C4H6EuO2 in a non-equilibrium geometry.

**Spin multiplicity**: 8
**Energy relative to the best compared isomer or geometry (same formula, charge and spin)**: 67.86 kJ/mol
**Molecular weight**: 238.1 g/mol
**⟨S²⟩**: 15.76
**Total charge**: +2
**Calculated total energy**: -27647.911 eV
**Orbital gap (alpha / beta)**: 7.68 / 8.00 eV

Cartesian coordinates (Å):
H -0.705 -1.542 -1.301
O -2.661 -0.307 -0.337
C -1.370 -0.343 -0.363
C -0.766 -1.616 -0.059
C 0.673 -1.910 0.377
C 1.744 -1.089 -0.280
O 1.724 0.240 -0.150
Eu 0.219 1.479 0.493
H -2.997 0.508 0.065
H -1.479 -2.247 0.493
H 0.870 -2.972 0.174
H 0.717 -1.843 1.485
H 2.724 -1.554 -0.451

These are the Mulliken partial charges, in e, on atoms 1 to 2: number 1, H, carries 0.213; number 2, O, carries -0.293

=====

[2]
Density functional theory data (the ωB97M-V functional and the def2-TZVPD basis) for a structure of composition C4H6F2N4O2 in a non-equilibrium geometry.

**Spin multiplicity**: 1
**Energy relative to the best compared isomer or geometry (same formula, charge and spin)**: 82.86 kJ/mol
**Molecular weight**: 180.1 g/mol
**Total charge**: 0
**Calculated total energy**: -19725.552 eV
**Orbital gap (alpha / beta)**: 7.69 / 7.69 eV

Cartesian coordinates (Å):
C -0.613 -0.323 -0.134
C 0.630 0.266 -0.181
C -0.863 -1.707 0.370
C 0.867 1.771 -0.356
N -1.683 0.506 -0.059
N 1.680 -0.596 -0.053
N -2.847 0.326 0.176
N 2.872 -0.409 0.048
O -3.803 0.909 0.538
O 3.819 -1.106 0.294
F -3.358 -1.146 -0.375
F 3.425 1.066 -0.499
H -1.197 -1.608 1.478
H -1.643 -2.348 -0.268
H 0.030 -2.234 0.391
H 0.830 2.522 0.555
H 0.084 2.180 -1.060
H 1.770 1.931 -0.864

These are the Mulliken partial charges, in e, on atoms 1 to 2: number 1, C, carries 0.405; number 2, C, carries 0.568

=====

[3]
Density functional theory data (the ωB97M-V functional and the def2-TZVPD basis) for the molecule C4H6FI in a non-equilibrium geometry.

**Spin multiplicity**: 3
**Energy relative to the best compared isomer or geometry (same formula, charge and spin)**: 6.98 kJ/mol
**Molecular weight**: 200.0 g/mol
**⟨S²⟩**: 2.01
**Total charge**: 0
**Calculated total energy**: -15055.820 eV
**Orbital gap (alpha / beta)**: 6.99 / 7.90 eV

Cartesian coordinates (Å):
C 0.652 -0.102 -0.529
C 3.747 1.242 0.286
C 0.271 1.105 0.163
C -0.185 -1.411 -0.549
F 4.836 1.242 -0.447
I 2.798 -0.554 -0.395
H 0.595 2.154 -0.440
H 0.677 1.271 1.208
H -0.847 1.301 0.157
H -0.924 -1.472 0.315
H 0.479 -2.299 -0.612
H -0.871 -1.346 -1.469

These are the Mulliken partial charges, in e, on atoms 1 to 2: number 1, C, carries 0.136; number 2, C, carries -0.262

=====

[4]
Density functional theory data (the ωB97M-V functional and the def2-TZVPD basis) for a structure of composition C4H6FKO4 in a non-equilibrium geometry.

**Spin multiplicity**: 1
**Energy relative to the best compared isomer or geometry (same formula, charge and spin)**: 277.49 kJ/mol
**Molecular weight**: 176.2 g/mol
**Total charge**: 0
**Calculated total energy**: -31474.747 eV
**Orbital gap**: 5.38 eV

Cartesian coordinates (Å):
C -2.511 1.375 -1.013
O -2.164 0.335 -0.159
H -2.346 1.124 -2.083
H -3.583 1.637 -0.890
H -1.916 2.293 -0.816
C 2.164 -0.872 0.712
O 1.128 -1.104 1.453
C -0.287 -0.131 0.522
C 0.599 0.042 -0.705
O 1.956 0.028 -0.243
O 3.148 -1.610 0.671
F -0.200 0.975 1.352
H -0.812 -1.077 0.678
H 0.452 -0.792 -1.400
H 0.436 1.006 -1.195
K 3.935 -3.230 3.116

These are the Mulliken partial charges, in e, on atoms 1 to 2: number 1, C, carries -0.645; number 2, O, carries -0.670

=====

[5]
Density functional theory data (the ωB97M-V functional and the def2-TZVPD basis) for the molecule C4H6FN3 in a non-equilibrium geometry.

**Spin multiplicity**: 1
**Energy relative to the best compared isomer or geometry (same formula, charge and spin)**: 107.48 kJ/mol
**Molecular weight**: 115.1 g/mol
**Total charge**: 0
**Calculated total energy**: -11431.577 eV
**Orbital gap**: 9.66 eV

Cartesian coordinates (Å):
C -0.810 -0.489 2.194
C -1.085 0.069 -1.234
C 0.404 0.070 -1.251
C 0.699 -0.189 0.226
H -1.881 -0.760 2.335
H -0.179 -1.252 2.703
H -0.635 0.490 2.673
H -1.739 0.307 -2.067
H 0.807 -0.748 -1.876
H 1.800 -0.315 1.760
N -0.546 -0.472 0.785
N -1.576 -0.229 -0.101
N 1.849 -0.128 0.748
F 0.944 1.257 -1.686

These are the Mulliken partial charges, in e, on atoms 1 to 2: number 1, C, carries -0.961; number 2, C, carries -0.453

=====

[6]
Density functional theory data (the ωB97M-V functional and the def2-TZVPD basis) for a cluster of 3 separate species, C4H6FNO in total in a non-equilibrium geometry.

**Spin multiplicity**: 1
**Energy relative to the best compared isomer or geometry (same formula, charge and spin)**: 354.77 kJ/mol
**Molecular weight**: 103.1 g/mol
**Total charge**: 0
**Calculated total energy**: -10496.476 eV
**Orbital gap**: 10.05 eV

Cartesian coordinates (Å):
C 0.811 1.219 1.803
C 1.179 -0.015 0.976
C 0.387 -0.642 0.133
C -0.836 0.037 -0.670
H 0.057 1.851 1.251
H 0.074 0.621 2.914
H 1.995 1.756 2.494
H 2.036 -0.688 1.240
H 0.038 2.060 -0.840
H -1.478 1.921 -1.575
N -0.667 1.439 -1.096
O -1.799 -0.679 -0.902
F 0.787 -1.750 -0.450

These are the Mulliken partial charges, in e, on atoms 1 to 2: number 1, C, carries -0.925; number 2, C, carries -0.255

=====

[7]
Density functional theory data (the ωB97M-V functional and the def2-TZVPD basis) for the molecule C4H6FNOS in a non-equilibrium geometry.

**Spin multiplicity**: 1
**Energy relative to the best compared isomer or geometry (same formula, charge and spin)**: 28.09 kJ/mol
**Molecular weight**: 135.2 g/mol
**Total charge**: 0
**Calculated total energy**: -21335.614 eV
**Orbital gap**: 10.09 eV

Cartesian coordinates (Å):
C 1.443 -0.760 -0.766
C 0.009 -0.787 -0.572
C -0.482 -0.421 0.836
C -1.217 1.576 -0.148
H 1.694 -0.713 -1.814
H 1.919 -1.631 -0.323
H -0.386 -1.720 -0.800
H 0.220 -0.719 1.567
H -1.428 -0.948 1.044
H -0.491 1.567 1.779
N -0.778 0.983 1.013
O -1.616 2.705 -0.236
F 1.972 0.376 -0.023
S -0.860 0.492 -1.557

These are the Mulliken partial charges, in e, on atoms 1 to 2: number 1, C, carries -0.426; number 2, C, carries -0.067

=====

[8]
Density functional theory data (the ωB97M-V functional and the def2-TZVPD basis) for a cluster of 2 separate species, C4H6FO2S in total in a non-equilibrium geometry.

**Spin multiplicity**: 1
**Energy relative to the best compared isomer or geometry (same formula, charge and spin)**: 474.03 kJ/mol
**Molecular weight**: 137.2 g/mol
**Total charge**: -1
**Calculated total energy**: -21888.332 eV
**Orbital gap**: 6.65 eV

Cartesian coordinates (Å):
C -0.479 -2.018 1.742
C -1.258 -1.124 2.033
C -0.558 -0.421 -1.072
C 0.147 0.636 -0.259
O 2.333 2.220 -0.083
O 1.046 1.347 -2.476
F -0.738 1.107 0.866
S 0.785 1.947 -1.085
H 2.641 1.447 0.169
H 0.402 -2.684 1.851
H -2.134 -0.449 2.261
H -1.645 -0.336 -1.301
H -0.130 -0.323 -2.026
H -0.412 -1.347 -0.622

These are the Mulliken partial charges, in e, on atoms 1 to 2: number 1, C, carries -0.454; number 2, C, carries -0.183